1.
155
Properties=species:S:1:pos:R:3:lowdin_charge:R:1 method="wB97M-V/def2-TZVPD" multiplicity=1 homo_lumo_gap_ev=8.26 energy_ha=-9589.32558 total_charge=0
H 5.19 -1.59 -2.01 0.11
H -2.04 -2.04 -0.12 0.08
C -3.68 -5.65 6.12 -0.08
Cl -0.51 -3.35 1.38 0.64
C -4.35 -7.08 -1.30 -0.08
H -2.97 -4.74 0.72 0.08
H -7.60 4.42 0.55 0.09
O 4.54 3.87 -0.12 -0.15
H -7.66 4.98 -1.14 0.08
H -5.97 -8.09 11.34 0.11
H -3.62 -3.84 4.98 0.12
C -7.02 4.57 -0.36 -0.12
C 11.30 11.16 0.68 -0.06
Br -0.13 3.01 -0.78 0.87
H -6.62 -5.70 11.26 0.11
H 1.45 -1.44 -2.57 0.13
O -4.92 -3.90 7.11 0.11
H -2.10 -8.53 5.29 0.12
H 4.67 3.66 -4.74 0.11
C -9.02 -8.04 0.08 -0.06
H -4.63 -9.07 9.52 0.12
H 4.90 0.73 -0.59 0.01
O -5.75 -8.57 -2.47 0.11
C 10.46 9.81 -1.12 -0.08
H 3.56 1.98 1.30 0.10
H -2.06 0.92 -1.78 0.08
C -4.46 0.04 -1.85 -0.20
H 2.52 -0.46 -4.41 0.12
C 9.33 8.18 -4.39 0.00
C -3.69 -7.85 7.33 -0.28
H -5.95 -4.31 9.33 0.12
H -9.71 -7.01 1.83 0.11
H -1.03 -5.19 -0.74 0.07
C -5.67 -7.48 10.50 -0.06
H 8.80 5.25 -1.92 0.12
H -3.45 -1.07 -3.35 0.10
H 0.73 5.73 -0.64 0.06
C -2.47 -5.40 4.07 -0.05
C -7.70 -6.46 1.32 0.00
Br 2.91 6.53 -1.25 0.75
O -6.38 3.38 -0.77 -0.18
C -0.88 -0.86 -1.44 -0.36
C -3.05 -5.47 -0.07 -0.02
N 4.96 1.58 -1.13 -0.12
H 5.25 0.24 -3.34 0.08
O 1.83 1.82 -2.37 -0.16
C 1.41 3.99 -1.52 -0.59
H -1.59 0.10 -3.23 0.11
H 0.73 -1.56 0.49 0.09
C -5.70 -0.12 -2.73 -0.20
H -1.38 -7.12 3.39 0.11
H 8.65 6.82 -5.90 0.11
H 6.02 5.08 -3.78 0.10
C -4.53 -7.25 8.40 -0.08
C -7.04 0.01 -2.00 -0.21
H 8.33 4.94 -4.32 0.10
C -4.92 -5.91 8.34 -0.08
H -3.34 -8.08 -2.91 0.12
H 11.20 11.80 -1.37 0.12
H -2.16 -4.78 3.23 0.06
H 11.26 10.27 2.63 0.11
H 1.02 4.38 -2.44 0.08
C -0.31 -0.76 2.20 -0.11
O 0.37 -0.20 -1.36 -0.13
O 10.29 10.58 -3.34 0.11
H 5.12 5.10 -2.30 0.05
H 11.73 12.09 1.02 0.11
H 0.26 0.15 2.06 0.08
C 11.00 11.00 -0.67 0.00
C -3.26 -6.98 6.20 -0.08
C -3.26 -7.34 -2.12 0.00
H 4.99 2.45 -3.58 0.08
H -9.95 -8.58 -0.07 0.11
H 9.48 9.00 -5.07 0.12
C 4.61 3.45 -3.67 -0.16
H -4.71 -0.21 -0.83 0.11
C -3.29 -4.87 5.04 0.01
H -5.67 -1.10 -3.20 0.10
H 10.30 8.14 1.82 0.12
H -3.25 -1.74 -1.77 0.10
H -1.21 -6.88 -2.54 0.11
C 3.11 0.23 -3.82 -0.12
C -5.67 -5.35 9.37 0.00
C -4.24 -6.15 -0.27 -0.08
C 2.38 0.52 -2.49 -0.31
C 10.21 8.77 -0.22 -0.08
O -3.36 -9.02 7.38 0.10
H 2.93 4.69 -3.31 0.07
H -8.06 -8.93 -1.63 0.12
H 5.50 3.76 -0.25 0.10
H -1.35 -0.53 2.40 0.08
C 5.58 4.44 -3.02 -0.21
H -6.25 1.04 -0.23 0.10
H 0.61 -0.16 -3.44 0.13
C 9.41 7.29 -2.14 -0.08
H 3.52 -1.94 -2.37 0.10
C 8.87 6.95 -4.85 -0.05
C 3.14 3.63 -3.28 -0.14
C -7.22 2.49 -1.48 -0.23
H -7.80 0.29 -2.73 0.11
O 9.45 6.56 0.09 0.11
C 1.64 5.17 -0.58 -0.76
H -7.35 -0.96 -1.63 0.11
H 2.54 3.19 -4.07 0.12
H -6.96 2.47 -2.54 0.12
C 4.48 -1.70 -2.82 -0.20
C 8.95 6.07 -2.61 0.00
H 4.76 -0.76 -4.67 0.12
C 1.83 4.91 0.91 -0.17
H -8.26 2.80 -1.42 0.11
C -6.77 -7.55 -0.61 -0.08
C -1.96 -5.73 -0.89 -0.07
C -4.92 -8.03 9.48 0.00
C 10.13 9.66 -2.57 -0.28
H -1.97 -0.37 0.35 0.12
H -4.19 1.09 -1.85 0.11
C -2.07 -6.67 -1.91 -0.05
H 2.82 5.18 1.25 0.05
C 11.03 10.13 1.58 -0.06
C 4.48 -0.44 -3.67 -0.17
H 2.96 0.16 -1.66 0.12
H 1.57 3.90 1.18 0.03
C -8.89 -7.16 1.14 -0.06
C -5.38 -5.88 0.65 -0.28
H -0.76 -1.81 -1.98 0.15
C 1.15 -0.39 -2.51 -0.16
O 2.98 1.90 0.53 -0.14
P 3.84 2.57 -0.68 0.57
C 2.58 2.97 -1.97 -0.43
H -6.26 5.31 -0.13 0.08
C -4.54 -5.06 7.18 -0.28
C -2.03 -6.71 4.16 -0.05
F 6.67 3.77 -2.46 -0.07
C -0.25 -1.61 0.93 -0.65
H -7.60 -5.77 2.15 0.12
C -1.91 -0.07 -2.21 -0.14
C 10.50 8.94 1.13 0.00
C -1.37 -1.20 -0.03 -0.17
C 8.69 5.90 -3.96 -0.07
C -7.09 1.07 -0.91 -0.18
C 9.67 7.46 -0.69 -0.28
H 3.18 1.12 -4.43 0.10
H -5.67 0.60 -3.55 0.11
C -2.43 -7.51 5.22 0.00
C -3.27 -0.80 -2.32 -0.17
H -7.98 0.88 -0.31 0.11
F 4.90 -2.80 -3.58 -0.06
O -5.29 -5.07 1.54 0.10
C 9.61 8.35 -3.04 -0.08
H 0.07 -1.34 3.03 0.06
C -6.04 -6.14 10.45 -0.06
C -6.64 -6.65 0.45 -0.08
C -7.96 -8.24 -0.80 0.00
C -5.63 -7.80 -1.54 -0.28
H 1.16 5.56 1.46 0.08

---

2.
22
Properties=species:S:1:pos:R:3:lowdin_charge:R:1 method="wB97M-V/def2-TZVPD" multiplicity=1 homo_lumo_gap_ev=9.20 energy_ha=-383.55150 total_charge=0 de_lowest_kcal_mol=93.63
H 0.62 1.66 -1.66 0.09
H -0.32 0.59 0.22 0.09
N 0.37 -2.08 -0.19 0.10
H -2.61 1.44 -0.34 0.04
C -2.21 0.43 -0.18 -0.13
H 1.60 -1.04 -1.49 0.14
C -2.69 -0.24 0.87 -0.10
C 0.58 -1.02 -1.08 -0.47
C 1.47 0.29 1.29 -0.08
H -2.36 -1.25 1.10 0.03
H 1.44 1.21 1.89 0.09
H 1.07 2.54 -0.18 0.09
H 1.12 -2.75 -0.13 0.09
H 2.25 1.48 -0.98 0.09
O -0.38 -0.67 -1.87 -0.15
C 1.20 1.61 -0.74 -0.07
H 2.51 0.05 1.07 0.09
H -3.38 0.17 1.59 0.04
H -0.61 -2.25 0.01 0.08
H 1.03 -0.53 1.86 0.08
H -1.43 -0.10 -1.10 0.08
N 0.73 0.46 0.04 -0.19